102
Properties=species:S:1:pos:R:3:forces:R:3:lowdin_charge:R:1 method="wB97M-V/def2-TZVPD" energy_ev=-75222.828 orbital_gap_ha=0.3107 de_lowest_kcal_mol=0.0
Cl 2.18656 1.57944 0.35555 0.256 0.153 0.116 0.328
Si 4.14455 4.87904 -0.67740 -0.501 0.245 -0.746 0.557
Si 4.17296 2.05197 -0.10263 -0.443 -0.867 -0.498 0.121
O 4.32646 0.01349 5.60952 0.419 -0.480 0.020 0.151
O 4.10766 3.27684 -1.19249 0.234 0.524 0.919 -0.414
O 4.80079 1.88018 4.46666 0.046 0.247 -0.138 -0.025
N -6.13260 0.41449 2.47421 0.269 -0.081 -0.615 -0.118
C 4.87895 3.04317 5.30525 0.541 -0.125 0.597 -0.205
C -5.10002 -4.40525 -6.56257 -0.030 -0.003 0.015 -0.091
C -7.68359 1.81830 3.17339 -0.418 0.449 0.186 -0.112
C 0.46218 -2.02137 0.38434 -0.330 -0.458 -0.298 -0.221
C -2.84814 -2.27224 -3.05927 0.010 -0.001 0.014 -0.097
C -1.90106 -1.21735 -5.00095 0.000 0.011 -0.008 -0.095
C -5.45924 -0.67207 1.78165 0.182 -0.458 1.097 -0.146
C 5.93366 3.99558 4.81812 -0.021 0.207 -0.870 -0.151
C -4.05727 -3.85986 -7.29801 0.033 -0.028 -0.038 -0.089
C -3.95294 -0.47703 1.63937 -1.247 -0.595 -0.365 -0.208
C 1.56036 0.53785 5.35894 -0.238 -0.002 0.164 0.070
C -3.17573 -0.91058 -5.45604 0.014 0.051 0.024 -0.112
C 2.51130 1.32288 4.89075 0.007 0.351 -0.160 -0.078
C 4.89289 -1.81455 0.26363 -0.309 0.446 0.407 -0.219
C 5.00487 0.53932 -0.78695 0.482 0.127 0.149 -0.282
C -4.86398 -4.97785 -9.26807 -0.001 0.008 -0.019 -0.100
C -5.56358 1.20291 3.42062 0.268 0.475 0.464 -0.119
C -5.90856 -5.52031 -8.53304 -0.009 -0.004 0.000 -0.100
C -1.73759 -1.89957 -3.80323 0.035 -0.015 0.024 -0.088
C -3.39889 -1.51752 0.67202 1.047 1.059 0.162 -0.199
C -6.02801 -5.23191 -7.18053 0.005 -0.003 0.001 -0.097
C -1.88481 -1.19519 0.48129 -1.045 -0.529 -0.159 -0.214
C 1.37748 -3.20164 0.03668 0.488 0.325 -0.194 -0.208
C -4.12317 -1.96803 -3.51693 -0.007 -0.013 0.026 -0.100
C 3.06295 5.35429 0.80139 0.854 0.228 0.092 -0.294
C 4.14178 4.85190 3.12294 0.341 0.718 0.160 -0.221
C 5.53152 -0.42573 0.29669 0.091 -0.588 -0.180 -0.264
C -4.28711 -1.28955 -4.71607 -0.025 0.040 0.009 -0.105
C 2.74230 -3.11434 0.72827 -1.008 0.655 0.272 -0.198
C -3.94053 -4.14487 -8.65144 -0.014 -0.016 0.004 -0.093
C -7.43484 0.79108 2.31383 0.052 -0.156 -0.020 -0.104
C 5.60538 4.80913 3.53462 0.118 -0.163 0.571 -0.192
C -0.98628 -2.40922 0.68303 0.212 1.286 0.038 -0.209
C 3.94440 0.98647 5.03632 -0.412 -0.019 0.257 -0.516
C -6.49120 2.09875 3.87036 -0.213 -0.220 -0.040 -0.101
C 3.38188 -1.75058 0.44628 0.595 -0.554 -0.523 -0.245
C 3.92344 5.87554 1.99250 -0.737 -0.702 -0.313 -0.260
H 2.25701 2.24474 4.39156 0.024 -0.002 -0.416 0.102
H -1.64363 -0.41708 1.20118 0.360 0.089 0.060 0.104
H 5.43971 -0.01397 1.30057 -0.141 0.102 0.178 0.089
H 5.18360 2.69599 6.29274 0.029 -0.057 0.193 0.132
H -3.92890 -1.41700 -0.27043 -0.066 -0.203 -0.228 0.093
H 3.90550 3.50687 5.43833 -0.260 0.135 -0.244 0.114
H 5.90118 5.83711 3.73042 0.120 0.208 -0.074 0.108
H 6.59433 -0.59559 0.14990 0.256 0.253 -0.018 0.102
H -4.99027 -2.26094 -2.93780 -0.004 -0.002 0.002 0.102
H 6.24252 4.47853 2.71877 -0.074 -0.179 -0.245 0.107
H 0.84442 -1.44877 1.22034 0.161 0.097 0.316 0.102
H -6.34286 2.84498 4.62200 0.078 0.190 0.187 0.087
H 0.44949 -1.32841 -0.45357 0.058 0.166 -0.129 0.099
H -4.54840 1.13092 3.75181 0.283 -0.304 -0.193 0.109
H 0.87793 -4.14761 0.22905 0.006 -0.171 0.106 0.104
H 5.14190 -2.31157 -0.67112 0.033 -0.137 -0.180 0.116
H 0.53148 0.75101 5.12692 -0.259 0.107 0.173 0.065
H -5.28119 -1.05619 -5.07497 -0.004 0.000 -0.007 0.106
H 2.34738 4.59712 1.10031 -0.090 -0.225 0.104 0.051
H -5.58436 -1.55812 2.40698 -0.167 -0.302 -0.129 0.129
H 3.38037 -3.93823 0.42889 0.181 -0.147 0.038 0.107
H -4.76991 -5.20402 -10.32241 -0.004 0.003 -0.008 0.099
H 4.83993 2.43029 1.15197 -0.029 0.258 0.105 0.015
H -2.71910 -2.79624 -2.12037 -0.002 -0.021 -0.005 0.092
H -3.49621 -0.63110 2.61173 0.244 0.292 0.155 0.113
H -3.52349 -2.52869 1.04779 -0.157 -0.163 0.115 0.113
H 2.47938 6.19974 0.44264 -0.178 0.024 -0.252 0.062
H -6.84463 -5.65255 -6.60784 0.002 -0.012 0.005 0.099
H 5.53664 5.32563 -0.44202 0.063 -0.243 0.178 -0.013
H -1.75786 -0.75970 -0.50742 0.223 0.013 -0.165 0.104
H 2.52698 -3.15576 1.79605 0.371 -0.396 0.230 0.113
H 6.17627 4.67271 5.63047 -0.152 0.152 0.224 0.113
H 1.58197 -3.14008 -1.03258 -0.144 -0.301 -0.235 0.106
H -1.03465 -0.92540 -5.58025 0.007 0.007 0.002 0.102
H 5.31866 -2.40416 1.07257 0.155 -0.158 0.100 0.113
H 6.84431 3.43446 4.63478 0.135 -0.233 0.089 0.115
H 3.74440 3.87039 2.89502 0.006 -0.274 -0.235 0.085
H -8.08060 0.30052 1.61397 -0.064 -0.156 -0.169 0.110
H -6.62985 -6.16832 -9.01404 -0.005 -0.001 -0.005 0.099
H -1.34294 -3.22052 0.05474 0.073 -0.304 0.019 0.105
H -3.12854 -3.71786 -9.22609 0.011 -0.007 -0.001 0.100
H -8.61887 2.32485 3.30683 -0.224 0.077 -0.093 0.087
H -3.30345 -0.37674 -6.38897 -0.008 -0.008 -0.011 0.106
H 1.77395 -0.30007 6.00063 0.151 -0.344 -0.167 0.076
H -3.77738 0.53004 1.27393 0.329 0.154 -0.024 0.125
H -5.93192 -0.89415 0.83236 -0.162 0.340 -0.223 0.122
H -0.74330 -2.14054 -3.44854 0.004 0.003 0.009 0.100
H 4.87400 6.22012 1.59453 0.206 0.129 0.136 0.069
H 2.95524 -1.35836 -0.47516 -0.156 0.242 -0.047 0.092
H 3.59268 5.22429 3.98599 -0.265 -0.150 0.150 0.111
H 4.39752 0.01841 -1.52002 -0.279 -0.029 -0.076 0.077
H 3.67611 5.66679 -1.83899 -0.015 -0.093 -0.054 -0.029
H 5.87574 0.88394 -1.34350 0.026 0.298 -0.180 0.076
H -5.18792 -4.18400 -5.50650 0.011 0.018 0.004 0.093
H -3.33657 -3.21391 -6.81585 0.004 -0.007 0.025 0.083
H 3.41150 6.73310 2.41340 0.058 0.288 0.063 0.101
H -1.06628 -2.64545 1.74257 -0.092 -0.674 0.037 0.118
H 3.17581 -1.03754 1.23406 -0.252 0.138 0.209 0.086